1.
DFT (ωB97M-V/def2-TZVPD) results for a structure of composition C9H13N3O6PPdSe2Te2.

LUMO level (alpha / beta) ... 1.8089 / 1.4047 eV
Electronic energy ... -6774.8667 Eh
Orbital gap (alpha / beta) ... 5.9 / 6.3 eV

```
! RIJCOSX wB97M-V def2-TZVPD def2/J DEFGRID3
* xyz -1 3
Pd -0.925 -1.709 1.625
Se 0.016 -0.393 5.536
Te -1.691 -1.380 4.069
Te -0.900 -3.855 3.010
Se -2.893 -3.425 1.562
O 0.496 0.901 -4.331
C 0.384 -0.430 -4.400
O 0.458 -1.020 -5.444
C 0.185 -1.116 -3.077
C -0.977 -1.830 -2.820
C -1.170 -2.335 -1.545
N -0.293 -2.160 -0.559
C 0.842 -1.507 -0.815
C 1.125 -0.986 -2.069
C 1.791 -1.220 0.361
O 2.773 -0.516 0.098
O 1.439 -1.687 1.478
H -1.731 -1.965 -3.584
H -2.069 -2.880 -1.283
H 2.051 -0.445 -2.205
N 0.523 2.162 3.408
C 0.806 1.277 2.237
P -0.566 1.605 1.027
O -1.225 2.822 1.636
O -1.390 0.372 0.737
C 0.254 2.017 -0.552
N -0.663 1.786 -1.685
H 1.299 2.767 3.650
H 0.281 1.552 4.223
H -0.312 2.724 3.098
H 0.812 0.250 2.595
H 1.786 1.472 1.806
H 1.136 1.382 -0.662
H 0.584 3.056 -0.542
H -1.351 2.532 -1.710
H -1.197 0.947 -1.456
H 0.312 1.238 -3.416
*
```


2.
DFT (ωB97M-V/def2-TZVPD) results for an isolated molecule of CHIN2.

SMILES ... IC1N=N1
LUMO level ... -0.3300 eV
Relative energy (zero: lowest compared OMol25 entry of this formula, charge and spin) ... 127.8 kJ/mol
Electronic energy ... -445.8099 Eh
Orbital gap ... 9.5 eV

```
! RIJCOSX wB97M-V def2-TZVPD def2/J DEFGRID3
* xyz 0 1
C -0.150 0.193 0.022
N -0.400 -1.095 -0.578
N -0.421 -1.075 0.695
I 1.965 0.974 -0.001
H -0.994 1.003 -0.138
*
```


3.
DFT (ωB97M-V/def2-TZVPD) results for a structure of composition C5H9NO.

LUMO level ... 0.9088 eV
Relative energy (zero: lowest compared OMol25 entry of this formula, charge and spin) ... 473.6 kJ/mol
Electronic energy ... -325.7572 Eh
Orbital gap ... 9.4 eV

```
! RIJCOSX wB97M-V def2-TZVPD def2/J DEFGRID3
* xyz 0 1
C 1.425 1.195 -0.011
C -0.028 1.368 -0.042
C -0.317 -0.091 0.014
C -0.717 -0.856 -1.153
C -0.892 -0.681 1.286
N 1.593 -0.066 0.005
O 2.451 -0.931 0.017
H 2.302 1.965 -0.071
H -0.392 2.092 0.711
H -0.304 1.795 -1.040
H 0.273 -1.463 -1.512
H -1.002 -0.243 -2.036
H -1.479 -1.540 -0.910
H -0.221 -1.546 1.441
H -1.927 -1.065 1.255
H -0.763 0.068 2.045
*
```


4.
DFT (ωB97M-V/def2-TZVPD) results for an isolated molecule of C6H10O5S.

LUMO level ... 0.3797 eV
Relative energy (zero: lowest compared OMol25 entry of this formula, charge and spin) ... 108.7 kJ/mol
Electronic energy ... -1008.9155 Eh
Orbital gap ... 9.4 eV

```
! RIJCOSX wB97M-V def2-TZVPD def2/J DEFGRID3
* xyz 0 1
C -0.566 -0.769 -0.577
C 0.711 0.100 -0.644
C -1.455 -0.305 0.515
C 1.488 0.480 0.588
C 0.505 2.307 -0.298
C 2.943 0.293 0.362
O -4.201 -1.444 0.253
O 1.233 1.865 0.750
O -0.158 -2.135 -0.451
O 0.276 1.338 -1.143
O 0.098 3.429 -0.339
S -3.070 -0.064 0.453
H -0.995 -0.509 -1.521
H 1.283 -0.462 -1.454
H -1.014 -0.223 1.537
H 0.997 -0.111 1.370
H 3.639 0.866 1.110
H 3.305 0.270 -0.660
H 3.296 -0.746 0.770
H -0.758 -2.716 -0.865
H -3.091 0.240 -0.884
H -4.464 -1.705 1.127
*
```


5.
DFT (ωB97M-V/def2-TZVPD) results for a structure of composition C27H44GeIrN2O2.

LUMO level (alpha / beta) ... -2.4723 / -4.6065 eV
Electronic energy ... -3496.0506 Eh
Orbital gap (alpha / beta) ... 6.3 / 6.6 eV

```
! RIJCOSX wB97M-V def2-TZVPD def2/J DEFGRID3
* xyz 1 5
Ir -0.842 -0.447 -0.502
C -1.861 1.429 -3.517
N -0.503 1.817 -4.022
C -0.467 3.257 -4.417
C 0.607 1.429 -3.044
C 0.518 2.092 -1.713
C 1.141 3.333 -1.550
C 1.122 3.993 -0.336
C 0.468 3.401 0.737
C -0.133 2.160 0.586
C -0.106 1.459 -0.627
H -2.582 1.610 -4.312
H -2.084 2.031 -2.641
H -1.838 0.382 -3.228
H -0.322 1.266 -4.860
H -0.635 3.856 -3.527
H -1.255 3.430 -5.146
H 0.507 3.479 -4.847
H 1.535 1.674 -3.562
H 0.511 0.358 -2.939
H 1.673 3.777 -2.388
H 1.615 4.951 -0.225
H 0.437 3.898 1.699
H -0.631 1.723 1.445
C -4.643 1.488 -0.256
O -3.303 1.187 -0.733
C -2.701 0.164 -0.135
O -3.226 -0.530 0.713
H -4.822 2.524 -0.522
H -4.710 1.350 0.816
H -5.356 0.838 -0.757
C -0.302 -3.866 -0.202
C 0.151 -3.918 -1.628
C 0.558 -5.110 -2.189
C 0.991 -5.182 -3.510
C 1.016 -4.038 -4.308
C 0.639 -2.817 -3.805
C 0.649 -1.608 -4.696
C 0.202 -2.728 -2.433
N -0.206 -1.549 -1.950
H -0.446 -4.871 0.195
H -1.243 -3.323 -0.091
H 0.432 -3.360 0.429
H 0.529 -6.008 -1.582
H 1.301 -6.134 -3.925
H 1.329 -4.110 -5.344
H 0.776 -1.901 -5.736
H 1.474 -0.939 -4.438
H -0.292 -1.055 -4.606
C -0.664 3.066 4.747
C -0.391 1.619 4.353
C -1.669 0.871 3.999
C -1.492 -0.624 3.732
Ge -0.455 -1.270 2.205
C 1.476 -0.956 2.320
C 2.084 -1.783 3.468
C 3.615 -1.765 3.488
C 4.208 -0.380 3.737
H 0.258 3.612 4.956
H -1.289 3.116 5.642
H -1.199 3.595 3.953
H 0.113 1.102 5.175
H 0.304 1.590 3.510
H -2.148 1.355 3.137
H -2.374 0.996 4.827
H -2.463 -1.108 3.617
H -0.995 -1.118 4.576
H -0.654 -2.801 2.299
H 1.629 0.113 2.474
H 1.943 -1.208 1.362
H 1.739 -2.818 3.407
H 1.719 -1.396 4.428
H 3.984 -2.160 2.535
H 3.964 -2.454 4.262
H 3.931 0.326 2.949
H 5.299 -0.413 3.777
H 3.854 0.029 4.690
*
```


6.
DFT (ωB97M-V/def2-TZVPD) results for an isolated molecule of C11H24N2O.

SMILES ... CCCC[C@@H](CC)Cn1on1CCC
LUMO level ... 1.0535 eV
Relative energy (zero: lowest compared OMol25 entry of this formula, charge and spin) ... 541.6 kJ/mol
Electronic energy ... -618.0215 Eh
Orbital gap ... 10.3 eV

```
! RIJCOSX wB97M-V def2-TZVPD def2/J DEFGRID3
* xyz 0 1
C -4.785 -1.334 1.239
C 5.591 -0.317 0.322
C -0.426 2.339 -0.474
C -4.546 -0.768 -0.168
C 4.532 -0.350 -0.776
C -0.547 1.049 -1.252
C -3.120 -0.950 -0.634
C -2.152 -0.398 0.411
C 3.424 0.698 -0.674
C 0.099 0.013 1.081
C -0.736 -0.152 -0.156
N 2.303 0.045 -0.097
N 1.555 0.629 0.892
O 2.534 -0.344 1.269
H -5.785 -1.153 1.480
H -3.879 -1.000 1.840
H -4.701 -2.375 1.293
H 6.243 -1.204 -0.016
H 5.227 -0.483 1.379
H 6.145 0.623 0.416
H 0.634 2.402 -0.046
H -0.533 3.115 -1.145
H -1.084 2.489 0.285
H -4.952 0.306 -0.178
H -5.271 -1.266 -0.945
H 5.085 -0.120 -1.773
H 4.106 -1.394 -0.650
H 0.490 0.907 -1.611
H -1.442 0.939 -1.923
H -2.924 -2.076 -0.852
H -2.958 -0.586 -1.603
H -2.693 0.482 0.675
H -2.136 -1.033 1.248
H 3.183 1.117 -1.689
H 3.709 1.561 0.001
H -0.248 0.659 1.908
H 0.298 -0.975 1.586
H -0.240 -1.098 -0.663
*
```


7.
DFT (ωB97M-V/def2-TZVPD) results for a cluster of 12 separate species, C23H46Cl16O4 in total.

SMILES ... C1CCOC1.C1CCOC1.C1CCOC1.CC(C)=O.ClCCl.ClCCl.ClCCl.ClCCl.ClCCl.ClCCl.ClCCl.ClCCl
LUMO level ... 0.1325 eV
Relative energy (zero: lowest compared OMol25 entry of this formula, charge and spin) ... 0.0 kJ/mol
Electronic energy ... -8567.8746 Eh
Orbital gap ... 9.5 eV

```
! RIJCOSX wB97M-V def2-TZVPD def2/J DEFGRID3
* xyz 0 1
C -15.765 12.597 -6.086
C -14.459 12.732 -6.848
O -13.403 13.138 -6.296
C -14.388 12.348 -8.308
H -15.845 11.577 -5.708
H -16.703 12.775 -6.611
H -15.628 13.248 -5.223
H -14.253 13.308 -8.805
H -15.302 11.962 -8.758
H -13.470 11.790 -8.495
C -22.145 10.530 -7.048
Cl -22.490 12.126 -6.565
Cl -23.629 9.624 -7.350
H -21.640 10.586 -8.013
H -21.541 10.016 -6.300
C -19.081 9.144 0.807
Cl -19.296 7.560 1.617
Cl -20.261 10.249 1.422
H -18.080 9.472 1.085
H -19.169 8.989 -0.269
C -19.904 2.946 -5.620
Cl -19.328 4.460 -4.895
Cl -20.021 1.710 -4.278
H -20.900 3.157 -6.011
H -19.224 2.611 -6.403
C -18.504 5.650 -9.465
Cl -17.439 6.364 -10.666
Cl -17.629 5.217 -7.965
H -19.351 6.301 -9.250
H -18.884 4.711 -9.869
C -15.069 8.015 -8.864
Cl -13.432 8.719 -8.792
Cl -16.110 8.473 -7.546
H -15.551 8.352 -9.781
H -14.994 6.928 -8.877
C -16.399 6.996 -3.872
Cl -14.706 6.465 -3.826
Cl -16.604 8.511 -2.975
H -16.613 7.250 -4.910
H -17.053 6.166 -3.604
C -18.685 11.042 -9.443
Cl -19.483 9.460 -9.637
Cl -17.136 11.239 -10.175
H -19.401 11.728 -9.895
H -18.483 11.230 -8.388
C -22.953 6.143 -3.053
Cl -22.987 4.490 -3.658
Cl -23.730 7.285 -4.233
H -23.402 6.203 -2.062
H -21.899 6.396 -2.932
C -19.392 3.426 -0.346
C -20.159 4.535 -1.195
C -19.097 5.606 -1.474
O -17.940 4.836 -1.552
C -17.932 3.845 -0.543
H -19.475 2.404 -0.716
H -19.594 3.518 0.722
H -20.987 4.894 -0.584
H -20.566 4.144 -2.128
H -18.984 6.268 -0.616
H -19.235 6.274 -2.324
H -17.526 4.072 0.443
H -17.276 3.056 -0.911
C -19.056 12.478 -1.434
C -18.922 13.763 -2.197
C -18.237 13.293 -3.424
O -17.467 12.162 -3.073
C -17.843 11.633 -1.830
H -19.951 11.962 -1.781
H -19.218 12.442 -0.356
H -18.348 14.526 -1.672
H -19.875 14.242 -2.419
H -17.673 14.130 -3.834
H -18.987 13.016 -4.165
H -17.030 11.815 -1.127
H -18.131 10.586 -1.921
C -19.971 8.019 -4.893
C -19.774 9.427 -4.262
C -18.738 9.941 -5.292
O -19.216 9.490 -6.550
C -19.570 8.110 -6.368
H -20.957 7.603 -4.685
H -19.297 7.319 -4.399
H -19.466 9.420 -3.216
H -20.626 10.105 -4.304
H -17.711 9.579 -5.259
H -18.755 11.027 -5.190
H -18.720 7.497 -6.666
H -20.429 7.834 -6.980
*
```


8.
DFT (ωB97M-V/def2-TZVPD) results for an isolated molecule of C4H7O.

LUMO level (alpha / beta) ... 0.8929 / 0.8333 eV
Relative energy (zero: lowest compared OMol25 entry of this formula, charge and spin) ... 29.5 kJ/mol
Electronic energy ... -231.7535 Eh
Orbital gap (alpha / beta) ... 7.9 / 10.4 eV

```
! RIJCOSX wB97M-V def2-TZVPD def2/J DEFGRID3
* xyz 0 2
C -0.978 0.102 0.309
C -1.956 0.807 -0.270
H -2.719 1.314 0.325
H -0.951 0.025 1.402
H -2.011 0.917 -1.356
C 0.124 -0.602 -0.427
C 1.442 -0.557 0.264
O 1.957 0.691 0.459
H 0.195 -0.211 -1.460
H 2.122 -1.412 0.309
H -0.041 -1.712 -0.444
H 2.816 0.640 0.888
*
```